# 1
Here is 3 unconnected molecules or ions with the total composition C12H17BrN2O4 in a non-equilibrium geometry from OMol25. Energies are from ωB97M-V/def2-TZVPD.

For the molar mass, the calculation gives 333.18 g mol⁻¹. Its multiplicity is 1. For the highest occupied orbital energy, the calculation gives -0.3206 Eh. For the total energy, the calculation gives -93930.011 eV. The lowest unoccupied orbital energy is -0.445 eV. Its structure (SMILES) is Brc1cnc2ccccc2n1.OCCO.OCCO.

Last column: natural (NBO) charge in e.
Positions of all 36 atoms, in Å:
1 Br 6.35774 -0.54088 -1.80928  0.04
2 C 4.61465 0.36485 -1.83055  0.12
3 C 4.58263 1.84944 -1.87943  -0.02
4 N 3.45945 2.60414 -1.91894  -0.34
5 C 2.33307 1.79472 -1.86391  0.08
6 C 0.99545 2.47912 -1.85431  -0.21
7 C -0.23435 1.73186 -1.76955  -0.21
8 C -0.21661 0.23914 -1.66278  -0.21
9 C 1.06167 -0.42492 -1.68781  -0.21
10 C 2.35703 0.32853 -1.77750  0.18
11 N 3.52491 -0.42435 -1.78147  -0.41
12 H 5.56672 2.38594 -1.89961  0.22
13 H 0.94800 3.59819 -1.91992  0.23
14 H -1.18889 2.30306 -1.75344  0.22
15 H -1.18422 -0.33758 -1.56494  0.26
16 H 1.08280 -1.54210 -1.62203  0.24
17 C -3.62276 0.60531 0.32919  -0.09
18 C -4.91527 -0.18086 0.45466  -0.10
19 O -4.76176 -1.18768 1.45694  -0.73
20 O -2.55188 -0.27323 0.00279  -0.73
21 H -3.69782 1.36557 -0.45043  0.18
22 H -3.37427 1.09029 1.28019  0.16
23 H -5.14143 -0.69450 -0.48076  0.19
24 H -5.75464 0.46873 0.71912  0.17
25 H -4.71201 -0.74119 2.31164  0.47
26 H -2.72578 -1.09278 0.49059  0.48
27 C 0.53710 -1.33199 3.07718  -0.09
28 C 0.63210 -2.31906 1.92786  -0.09
29 O 1.36505 -1.72698 0.85395  -0.73
30 O -0.09467 -0.13576 2.63670  -0.73
31 H -0.04254 -1.74495 3.90466  0.18
32 H 1.53802 -1.06600 3.43779  0.15
33 H -0.36244 -2.55332 1.54480  0.18
34 H 1.12582 -3.24599 2.23472  0.17
35 H 2.28658 -1.65619 1.13549  0.47
36 H 0.21252 0.01142 1.72843  0.48


# 2
Here is a molecular structure, C12H17Cl2NPtS in a non-equilibrium geometry from OMol25. Energies are from ωB97M-V/def2-TZVPD.

For the molar mass, the calculation gives 473.33 g mol⁻¹. Its multiplicity is 5. For the highest occupied orbital energy (alpha / beta), the calculation gives -0.1887 / -0.3122 Eh. For the total energy, the calculation gives -53332.517 eV. The lowest unoccupied orbital energy (alpha / beta) is 0.344 / -3.164 eV. As for the expectation value of S²: 6.04. As for the relative energy (zero: lowest compared OMol25 entry of this formula, charge and spin): 0.0 kcal per mole.

Last column: natural (NBO) charge in e.
Positions of all 34 atoms, in Å:
1 Pt 1.47598 -3.17916 -1.36423  0.85
2 Cl 0.89789 -4.41566 -3.10722  -0.45
3 Cl 1.90794 -1.69397 0.31120  -0.50
4 C -1.08091 1.22368 0.28031  -0.50
5 H -1.88666 1.75831 0.82492  0.22
6 H -0.93926 0.27132 0.81126  0.23
7 C -0.04068 0.23508 -1.71787  -0.10
8 C -1.30535 0.99593 -1.17968  -0.30
9 H 0.92930 0.48937 -1.27036  0.21
10 C -2.60484 0.23975 -1.49981  -0.40
11 H -1.32123 1.98178 -1.66503  0.22
12 C -2.44819 -1.22140 -1.92292  -0.40
13 H -3.28906 0.30147 -0.64314  0.21
14 H -3.10433 0.78182 -2.31768  0.21
15 C -1.40198 -1.44639 -3.01146  -0.42
16 H -2.17732 -1.82441 -1.04999  0.20
17 H -3.41949 -1.59249 -2.26682  0.22
18 C -0.01340 -0.87063 -2.63726  -0.33
19 H -1.27172 -2.51332 -3.20542  0.23
20 H -1.77710 -1.00410 -3.94296  0.21
21 H 0.67764 -1.77318 -2.19432  0.08
22 H 0.53767 -0.60480 -3.57305  0.23
23 S 0.44522 2.24050 0.52718  0.22
24 C 1.13959 1.54304 1.95527  -0.07
25 N 2.41162 1.03118 1.86045  -0.56
26 C 3.12207 0.67365 2.96768  -0.01
27 C 2.53311 0.74316 4.20760  -0.25
28 C 1.20380 1.17260 4.31422  -0.31
29 C 0.50263 1.57962 3.18859  -0.20
30 H 2.83513 0.92492 0.94132  0.42
31 H 4.12981 0.32485 2.78239  0.21
32 H 3.11012 0.45194 5.08409  0.22
33 H 0.73793 1.20940 5.29067  0.21
34 H -0.51591 1.96612 3.22206  0.22


# 3
Here is a molecular structure, C12H17F3InLi in a non-equilibrium geometry from OMol25. Energies are from ωB97M-V/def2-TZVPD.

For the molar mass, the calculation gives 340.02 g mol⁻¹. Its multiplicity is 1. For the highest occupied orbital energy, the calculation gives -0.2539 Eh. For the total energy, the calculation gives -26247.568 eV. The lowest unoccupied orbital energy is -2.485 eV. As for the relative energy (zero: lowest compared OMol25 entry of this formula, charge and spin): 0.0 kcal per mole.

Last column: Löwdin charge in e.
Positions of all 34 atoms, in Å:
1 F 3.12640 -2.13673 0.27376  0.18
2 C 3.13476 -1.36579 -0.76324  -0.62
3 F 3.73786 -2.24967 -1.79666  -0.12
4 F 1.90692 -1.25500 -1.24526  0.13
5 C 3.91739 -0.11298 -0.66318  -0.19
6 C 3.65623 0.68005 0.63456  -0.29
7 In 1.56971 0.66486 1.51715  0.50
8 C 0.19565 2.05297 0.43675  -0.31
9 C -0.42886 1.57759 -0.89555  -0.32
10 C -1.95796 1.49808 -0.90420  -0.18
11 C -2.59491 0.31797 -0.21142  -0.21
12 C -1.88210 -0.80775 0.20790  -0.05
13 C -2.50896 -1.87799 0.84714  -0.08
14 C -3.88247 -1.86157 1.06936  -0.10
15 C -4.61047 -0.74688 0.64874  -0.10
16 C -3.97591 0.32440 0.02644  -0.05
17 H 3.73943 0.51706 -1.52863  0.12
18 H 4.96472 -0.42223 -0.72257  0.12
19 H 4.34329 0.31606 1.39404  0.03
20 H 3.93117 1.71079 0.43823  0.03
21 H 0.94690 -1.00443 1.62910  -0.09
22 H 1.73554 1.25153 3.19822  -0.12
23 H 0.68381 3.01363 0.29263  0.01
24 H -0.61974 2.24887 1.13482  0.02
25 H -0.02529 0.62890 -1.25157  0.06
26 H -0.17814 2.30573 -1.67019  0.09
27 H -2.36691 2.41962 -0.49892  0.11
28 H -2.26556 1.42725 -1.95165  0.11
29 H -0.81505 -0.85742 0.07143  0.05
30 H -1.89978 -2.70215 1.18466  0.10
31 H -4.36449 -2.68930 1.56456  0.09
32 H -5.67831 -0.71751 0.81427  0.09
33 H -4.58292 1.16595 -0.27782  0.11
34 Li 3.04808 -3.31392 -3.00291  0.90


# 4
Here is 2 unconnected molecules or ions with the total composition C12H17N in a non-equilibrium geometry from OMol25. Energies are from ωB97M-V/def2-TZVPD.

For the molar mass, the calculation gives 175.28 g mol⁻¹. Its multiplicity is 1. For the highest occupied orbital energy, the calculation gives -0.2905 Eh. For the total energy, the calculation gives -14209.914 eV. The lowest unoccupied orbital energy is 0.946 eV. As for the relative energy (zero: lowest compared OMol25 entry of this formula, charge and spin): 9.8 kcal per mole. Its structure (SMILES) is Cc1c[nH]c2ccccc12.CCC.

Last column: natural (NBO) charge in e.
Positions of all 30 atoms, in Å:
1 C 2.81678 -1.06475 0.71266  -0.40
2 C 2.94042 -0.55975 -0.70795  -0.61
3 C 1.36889 -1.21791 1.14758  -0.61
4 H 3.28931 -2.04922 0.73698  0.19
5 H 3.35800 -0.44484 1.42673  0.20
6 H 2.24883 0.26031 -0.92294  0.20
7 H 0.75501 -1.93170 0.59549  0.20
8 H 1.23647 -1.48491 2.20263  0.21
9 H 2.61501 -1.31359 -1.43297  0.20
10 H 3.97086 -0.32570 -0.97990  0.21
11 H 0.89796 -0.23728 1.05936  0.21
12 C -1.68196 -1.45393 -2.05505  -0.63
13 C -1.45492 0.36541 -0.16724  -0.10
14 C -1.30282 -0.10061 -1.52630  -0.08
15 C -0.94237 1.66340 -0.10536  0.18
16 C -0.53293 0.83326 -2.13691  -0.04
17 C -2.09654 -0.20723 0.93957  -0.20
18 C -0.99240 2.38154 1.08772  -0.26
19 C -2.08529 0.48240 2.12675  -0.23
20 C -1.57698 1.80309 2.19133  -0.21
21 N -0.22115 1.86066 -1.25976  -0.55
22 H -2.61225 -1.15236 0.84202  0.21
23 H -0.84581 -1.86141 -2.61477  0.22
24 H -2.60137 -1.42580 -2.64160  0.22
25 H -0.11606 0.79723 -3.13276  0.21
26 H 0.12977 2.75015 -1.56788  0.41
27 H -0.68011 3.41608 1.19833  0.21
28 H -2.34176 0.01372 3.07056  0.21
29 H -1.62338 2.32383 3.13921  0.21
30 H -1.91922 -2.12007 -1.22554  0.22


# 5
Here is 2 unconnected molecules or ions with the total composition C12H17N in a non-equilibrium geometry from OMol25. Energies are from ωB97M-V/def2-TZVPD.

For the molar mass, the calculation gives 175.28 g mol⁻¹. Its multiplicity is 1. For the highest occupied orbital energy, the calculation gives -0.2891 Eh. For the total energy, the calculation gives -14209.596 eV. The lowest unoccupied orbital energy is 0.959 eV. As for the relative energy (zero: lowest compared OMol25 entry of this formula, charge and spin): 17.1 kcal per mole. Its structure (SMILES) is CCc1c[nH]c2ccccc12.CC.

Last column: natural (NBO) charge in e.
Positions of all 30 atoms, in Å:
1 C -1.60889 -4.11151 2.88899  -0.61
2 C -0.35955 -3.48771 3.43039  -0.61
3 H -2.36856 -3.43954 2.49088  0.21
4 H -1.39961 -4.81026 2.09111  0.20
5 H -2.13072 -4.75223 3.60409  0.20
6 H 0.34181 -4.17922 3.88495  0.21
7 H -0.49569 -2.69470 4.16504  0.20
8 H 0.05717 -2.87214 2.62773  0.20
9 C -1.59751 -0.63096 0.20041  -0.43
10 C -2.15318 -0.07886 1.52816  -0.61
11 C -0.22291 -0.12774 -0.10493  -0.07
12 C 0.93498 -0.44971 0.51128  -0.03
13 C 0.10443 0.85849 -1.11677  -0.09
14 C 1.48340 1.11692 -0.99437  0.14
15 C -0.64896 1.56330 -2.03988  -0.19
16 C 2.07274 2.20369 -1.61419  -0.25
17 C -0.03298 2.58122 -2.75422  -0.24
18 C 1.29163 2.94034 -2.49790  -0.21
19 N 2.00184 0.21824 -0.08865  -0.53
20 H -1.57204 -1.72092 0.25459  0.22
21 H -2.32989 -0.36476 -0.55893  0.22
22 H -2.31760 -0.80398 2.33005  0.21
23 H 1.12602 -1.10732 1.32834  0.21
24 H 2.89928 0.41628 0.31947  0.40
25 H -1.67401 1.33658 -2.30576  0.21
26 H 3.10315 2.51674 -1.50882  0.21
27 H -0.59719 3.21044 -3.40051  0.21
28 H 1.72243 3.85540 -2.87219  0.21
29 H -3.12131 0.43299 1.47555  0.21
30 H -1.53416 0.70882 1.96720  0.21


# 6
Here is 2 unconnected molecules or ions with the total composition C12H17N in a non-equilibrium geometry from OMol25. Energies are from ωB97M-V/def2-TZVPD.

For the molar mass, the calculation gives 175.28 g mol⁻¹. Its multiplicity is 1. For the highest occupied orbital energy, the calculation gives -0.2968 Eh. For the total energy, the calculation gives -14208.950 eV. The lowest unoccupied orbital energy is 0.946 eV. As for the relative energy (zero: lowest compared OMol25 entry of this formula, charge and spin): 32.0 kcal per mole. Its structure (SMILES) is Cc1c[nH]c2ccccc12.CCC.

Last column: natural (NBO) charge in e.
Positions of all 30 atoms, in Å:
1 C -3.45476 1.05947 1.45459  -0.40
2 C -2.87729 2.01820 0.41097  -0.62
3 C -4.31612 -0.03646 0.76939  -0.60
4 H -2.64647 0.61743 2.05057  0.20
5 H -4.20172 1.41030 2.18805  0.20
6 H -3.35326 2.98759 0.35839  0.21
7 H -5.08240 0.36074 0.10288  0.20
8 H -3.13387 1.52091 -0.52045  0.20
9 H -1.79156 2.00330 0.47247  0.22
10 H -3.64051 -0.56101 0.06720  0.19
11 H -4.73977 -0.81144 1.40187  0.21
12 C -0.92150 -1.97413 -1.32241  -0.64
13 C 1.80968 -0.27667 0.48886  0.15
14 C 1.00468 -0.31634 -0.67533  -0.09
15 C 0.25686 -1.57644 -0.52119  -0.07
16 C 0.68406 -2.20788 0.59773  -0.05
17 C 2.88478 1.64880 -0.25972  -0.20
18 C 2.79296 0.68285 0.72609  -0.24
19 C 2.21900 1.52948 -1.49991  -0.23
20 C 1.21080 0.61198 -1.70158  -0.20
21 N 1.57959 -1.39574 1.30038  -0.55
22 H 3.70224 2.36416 -0.23785  0.21
23 H 3.65848 0.64327 1.37532  0.22
24 H 2.48688 2.18789 -2.31902  0.21
25 H 0.64567 0.65165 -2.62612  0.22
26 H 2.43417 -1.70104 1.75398  0.40
27 H 0.14612 -2.98428 1.12115  0.21
28 H -1.64601 -1.19356 -1.56920  0.22
29 H -1.38318 -2.90775 -1.03697  0.22
30 H -0.63467 -2.19072 -2.36394  0.21